C6H11N3O | ωB97M-V/def2-TZVPD

```
21
C6H11N3O, DFT ωB97M-V/def2-TZVPD
C 0.84694 -1.82529 -0.26270
C 0.65007 -0.75204 -1.29319
C 0.15721 -0.91900 -2.53398
N 0.55782 0.23074 -3.28889
C 1.45866 0.99912 -2.44991
N 1.56793 0.38328 -1.25885
H 1.51850 -2.51137 -0.70337
H -0.19149 -2.28086 -0.11068
H 1.20145 -1.57835 0.65537
H -0.51578 -1.58160 -3.04805
H 0.06309 0.44487 -4.14719
H 1.99499 1.94855 -2.66509
C -0.33355 0.43241 3.17923
C -1.02624 1.36679 2.20085
N -1.89760 0.84474 1.17496
O -0.92822 2.56075 2.18215
H -0.84968 0.14558 4.13391
H 0.60301 0.98582 3.56356
H -0.11745 -0.55436 2.68775
H -2.28034 1.67085 0.71317
H -2.47934 -0.01067 1.27095
```

Properties
structure (SMILES): Cc1c[nH]cn1.CC(N)=O
energy relative to the best compared isomer or geometry (same formula, charge and spin): 1.780 eV
2S+1: 1
HOMO level: -0.320 hartree
DFT total energy: -474.700739 hartree
Kohn-Sham gap: 9.550 eV

=====

C7H11ClN3 | ωB97M-V/def2-TZVPD

```
22
C7H11ClN3, DFT ωB97M-V/def2-TZVPD
N 1.89963 2.82626 -0.25712
C 1.44682 1.54662 -0.16344
N 0.28570 1.28611 -0.57274
C -0.59475 0.23244 -0.42202
C -1.18014 -0.50604 -1.49178
C -2.30023 -1.39928 -0.78581
C -1.90145 -1.49689 0.67700
C -1.35897 -0.10562 0.88998
N 2.41493 0.61654 0.22744
C 2.15793 -0.60592 0.59208
Cl 3.34650 -1.73618 0.34977
H 1.46725 3.70876 -0.28019
H 2.86733 2.84336 -0.04467
H -1.01602 -0.42933 -2.56752
H -2.61154 -2.29642 -1.24745
H -3.15649 -0.82346 -0.72598
H -1.09199 -2.16968 0.78210
H -2.64131 -1.76740 1.33950
H -0.63452 -0.03685 1.69574
H -2.08755 0.67650 0.93488
H 3.40387 0.58647 0.00814
H 1.28500 -0.94997 1.06211
```

Properties
structure (SMILES): NC(=N/C1=CCCC1)/[NH+]=C/Cl
total charge: +1
energy relative to the best compared isomer or geometry (same formula, charge and spin): 1.511 eV
2S+1: 1
HOMO level (alpha / beta): -0.429 / -0.429 hartree
DFT total energy: -897.438231 hartree
Kohn-Sham gap (alpha / beta): 5.879 / 5.877 eV

=====

C11H17O2P | ωB97M-V/def2-TZVPD

```
31
C11H17O2P, DFT ωB97M-V/def2-TZVPD
C 0.29946 -2.07188 3.44596
C 0.40270 -2.58605 2.11819
C -0.04628 -0.75139 3.64481
C -0.06921 -1.87910 0.98896
C -0.23460 0.04687 2.49560
C -0.37531 -0.54056 1.23302
C 1.51980 -0.03119 -1.77064
C 0.30494 2.14257 -2.04859
C 1.54252 1.92468 -0.08823
C -2.08086 -1.14566 -1.85200
C 0.71702 1.01971 -1.05855
O -1.76503 1.57788 0.09820
O -2.80753 -0.27670 -2.56902
P -0.88388 0.49134 -0.20617
H 0.38928 -2.61245 4.40605
H 0.78992 -3.63637 2.14580
H -0.12787 -0.31159 4.58176
H -0.26150 -2.16740 0.00826
H -0.53542 1.13195 2.47447
H 1.47239 -0.89277 -1.27750
H 1.05490 -0.35489 -2.76551
H 2.44399 0.39572 -1.99444
H -0.40408 2.95777 -1.62847
H -0.13194 1.58607 -2.90324
H 1.05582 2.77030 -2.41609
H 0.98995 2.59155 0.46979
H 1.92635 1.39036 0.69369
H 2.33189 2.56468 -0.44403
H -1.30236 -1.54260 -2.41605
H -2.50351 -1.63542 -1.01699
H -3.71156 -0.15543 -2.34901
```

Properties
energy relative to the best compared isomer or geometry (same formula, charge and spin): 5.766 eV
2S+1: 1
HOMO level (alpha / beta): -0.281 / -0.281 hartree
DFT total energy: -921.053313 hartree
Kohn-Sham gap (alpha / beta): 8.179 / 8.179 eV

=====

> What is the formula in the second record?

C7H11ClN3